1.
Formula: C19H22ClN3O3
Source: OMol25
Level of theory: ωB97M-V/def2-TZVPD

Structure (ORCA input):
```
! RIJCOSX wB97M-V def2-TZVPD def2/J DEFGRID3
* xyz 0 1
C -1.08 -2.37 -1.26
N -1.26 -2.07 0.14
C -2.60 -2.20 0.67
C -3.58 -1.26 0.06
C -4.84 -0.88 0.60
C -5.35 -0.04 -0.33
O -4.49 0.09 -1.34
N -3.40 -0.67 -1.09
C -0.31 -1.52 0.95
O -0.52 -1.30 2.13
C 1.03 -1.21 0.30
C 2.01 -2.38 0.31
C 3.26 -1.96 -0.46
C 3.70 -0.51 -0.32
O 4.71 -0.13 -0.87
N 2.92 0.33 0.39
C 3.29 1.72 0.48
C 2.61 2.59 -0.60
C 1.12 2.63 -0.41
C 0.27 1.87 -1.20
C -1.09 1.83 -0.94
C -1.60 2.56 0.11
Cl -3.29 2.50 0.47
C -0.78 3.36 0.89
C 0.58 3.39 0.63
C 1.71 -0.09 1.08
H -1.16 -1.47 -1.87
H -1.87 -3.04 -1.56
H -0.12 -2.86 -1.43
H -2.95 -3.23 0.52
H -2.54 -2.01 1.75
H -5.27 -1.19 1.53
H -6.26 0.52 -0.39
H 0.86 -0.87 -0.72
H 2.26 -2.62 1.34
H 1.58 -3.28 -0.14
H 4.11 -2.58 -0.18
H 3.11 -2.11 -1.53
H 3.04 2.09 1.48
H 4.38 1.77 0.33
H 2.86 2.17 -1.58
H 3.03 3.59 -0.54
H 0.67 1.31 -2.02
H -1.75 1.22 -1.55
H -1.20 3.94 1.70
H 1.22 4.00 1.24
H 1.04 0.77 1.18
H 1.95 -0.44 2.09
*
```

Summary:
SMILES = CN(Cc1ccon1)C(=O)[C@@H]1CCC(=O)N(CCc2ccc(Cl)cc2)C1

Atom charges from the natural (NBO) analysis, given in e for atoms 1 to 5:
1 C -0.411
2 N -0.432
3 C -0.256
4 C 0.141
5 C -0.352

2.
Formula: C19H22ClN3O3
Source: OMol25
Level of theory: ωB97M-V/def2-TZVPD

Structure (ORCA input):
```
! RIJCOSX wB97M-V def2-TZVPD def2/J DEFGRID3
* xyz 0 1
C 4.56 3.35 -1.08
C 3.87 2.29 -1.59
C 2.76 1.86 -0.90
C 1.40 2.49 -1.07
C 0.57 1.89 -0.34
C -0.85 2.05 -0.05
N -1.35 1.18 1.07
C -1.30 1.06 2.33
O -1.31 2.34 2.80
C -1.30 -0.13 3.24
C -2.72 -0.47 3.52
C -3.73 -0.61 2.25
C -3.21 -1.80 1.37
O -3.65 -2.39 0.58
N -1.65 -1.92 1.58
C -1.09 -2.74 0.74
C -0.43 -2.28 -0.57
C 1.16 -2.24 -0.56
C 1.71 -1.56 -1.51
C 0.89 -0.83 -2.56
Cl 1.72 -0.09 -3.81
C -0.49 -0.58 -2.44
C -1.10 -1.43 -1.37
C -0.84 -1.28 2.69
O 1.21 0.93 0.31
N 2.75 0.90 0.07
H 5.37 3.57 -1.57
H 4.58 3.27 -0.06
H 3.81 4.25 -1.33
H 4.64 1.31 -1.28
H 3.74 2.18 -2.52
H 1.23 3.12 -1.93
H -0.94 3.00 0.53
H -1.57 2.07 -0.65
H -1.18 0.16 0.69
H -0.77 0.14 4.09
H -3.29 0.41 4.01
H -2.79 -1.30 4.29
H -4.01 0.22 1.48
H -4.77 -1.07 2.61
H -1.89 -3.53 0.16
H -0.30 -3.63 1.10
H 1.76 -2.99 0.23
H 2.62 -1.52 -1.76
H -0.95 -0.02 -3.05
H -2.14 -1.22 -1.24
H -0.66 -2.18 3.51
H 0.35 -1.29 2.09
*
```

Summary:
SMILES = CCc1cc(CNC(=O)[C@H]2CCC(=O)N(Cc3ccc(Cl)cc3)C2)on1

Atom charges from the natural (NBO) analysis, given in e for atoms 1 to 5:
1 C -0.549
2 C -0.415
3 C 0.237
4 C -0.376
5 C 0.339

3.
Formula: C19H22ClN3S
Source: OMol25
Level of theory: ωB97M-V/def2-TZVPD

Structure (ORCA input):
```
! RIJCOSX wB97M-V def2-TZVPD def2/J DEFGRID3
* xyz 0 1
C 3.21 4.04 -4.36
S 3.01 4.68 -2.68
C 2.47 3.28 -1.75
C 2.14 2.05 -2.31
C 1.72 1.02 -1.50
C 1.61 1.18 -0.11
C 1.14 0.11 0.74
N 0.81 -1.01 0.23
N 0.28 -2.01 0.89
C 0.16 -3.26 0.18
C -1.27 -3.84 0.33
N -2.01 -3.24 1.42
C -2.97 -2.20 1.10
C -2.46 -0.80 0.81
C -2.37 0.13 1.84
C -1.93 1.42 1.62
C -1.59 1.82 0.34
C -1.69 0.93 -0.71
C -2.12 -0.37 -0.47
Cl -2.26 -1.42 -1.84
C -1.16 -3.03 2.56
C 0.01 -2.05 2.31
C 1.94 2.42 0.43
C 2.36 3.46 -0.37
H 3.62 4.87 -4.94
H 2.25 3.75 -4.77
H 3.91 3.21 -4.36
H 2.21 1.89 -3.37
H 1.46 0.06 -1.92
H 1.07 0.35 1.80
H 0.90 -3.98 0.58
H 0.40 -3.06 -0.86
H -1.83 -3.70 -0.60
H -1.20 -4.91 0.53
H -3.55 -2.56 0.25
H -3.64 -2.14 1.96
H -2.65 -0.18 2.84
H -1.87 2.11 2.44
H -1.24 2.83 0.16
H -1.43 1.23 -1.71
H -1.77 -2.67 3.40
H -0.76 -4.01 2.84
H 0.90 -2.36 2.87
H -0.27 -1.04 2.63
H 1.86 2.57 1.50
H 2.61 4.42 0.06
*
```

Summary:
SMILES = CSc1ccc(/C=N/N2CCN(Cc3ccccc3Cl)CC2)cc1

Atom charges from the natural (NBO) analysis, given in e for atoms 1 to 5:
1 C -0.742
2 S 0.250
3 C -0.181
4 C -0.246
5 C -0.195

4.
Formula: C19H22N2O2S
Source: OMol25
Level of theory: ωB97M-V/def2-TZVPD

Structure (ORCA input):
```
! RIJCOSX wB97M-V def2-TZVPD def2/J DEFGRID3
* xyz 0 1
C 2.09 0.33 1.23
O 0.99 1.09 0.80
C 0.97 1.59 -0.48
C 1.99 1.32 -1.39
C 1.96 1.82 -2.68
C 0.91 2.63 -3.07
C -0.10 2.91 -2.18
C -0.13 2.38 -0.88
N -1.21 2.72 -0.08
C -1.24 2.55 1.35
C -1.76 1.14 1.74
N -2.52 0.61 0.63
C -2.05 -0.31 -0.27
O -2.48 -0.37 -1.41
C -1.04 -1.28 0.18
C -0.09 -1.82 -0.66
C 0.68 -2.80 -0.02
C 0.31 -3.02 1.27
S -0.99 -2.02 1.76
C 1.14 -4.05 1.96
C 1.89 -4.69 0.77
C 1.84 -3.68 -0.40
C -3.40 1.62 0.08
C -2.55 2.69 -0.64
H 1.88 0.08 2.27
H 2.20 -0.59 0.64
H 3.02 0.91 1.17
H 2.82 0.70 -1.09
H 2.76 1.58 -3.36
H 0.88 3.05 -4.06
H -0.90 3.56 -2.48
H -1.91 3.31 1.75
H -0.24 2.71 1.76
H -0.92 0.48 1.96
H -2.41 1.19 2.62
H 0.02 -1.49 -1.68
H 0.54 -4.78 2.51
H 1.83 -3.58 2.66
H 2.92 -4.95 1.03
H 1.38 -5.60 0.47
H 1.69 -4.17 -1.36
H 2.76 -3.09 -0.46
H -4.09 1.15 -0.62
H -3.97 2.05 0.91
H -3.02 3.67 -0.56
H -2.48 2.41 -1.70
*
```

Summary:
SMILES = COc1ccccc1N1CCN(C(=O)c2cc3c(s2)CCC3)CC1

Atom charges from the natural (NBO) analysis, given in e for atoms 1 to 5:
1 C -0.250
2 O -0.542
3 C 0.321
4 C -0.294
5 C -0.233

5.
Formula: C19H22N2O4S
Source: OMol25
Level of theory: ωB97M-V/def2-TZVPD

Structure (ORCA input):
```
! RIJCOSX wB97M-V def2-TZVPD def2/J DEFGRID3
* xyz 0 1
C 4.12 -2.12 1.42
C 5.08 -1.41 0.46
O 4.41 -0.39 -0.29
C 3.73 0.54 0.45
C 4.30 1.16 1.59
C 3.61 2.12 2.29
C 2.32 2.45 1.88
C 1.47 3.40 2.71
C 2.07 4.26 3.82
O 0.26 3.47 2.42
C 1.75 1.82 0.74
C 2.46 0.91 0.01
N 1.89 0.33 -1.11
C 0.55 0.19 -1.42
C 0.15 0.39 -2.74
C -1.24 0.24 -3.10
C -2.14 -0.18 -2.11
C -1.72 -0.39 -0.81
C -0.37 -0.24 -0.46
N -2.85 -0.71 -0.06
S -2.98 -0.55 1.67
C -3.09 1.20 2.04
O -1.83 -1.18 2.31
O -4.22 -1.19 2.11
C -4.06 -0.43 -0.81
C -3.57 -0.43 -2.25
H 4.20 -1.69 2.44
H 3.06 -2.04 1.15
H 4.39 -3.16 1.49
H 5.96 -1.03 0.98
H 5.44 -2.15 -0.29
H 5.29 0.87 1.96
H 4.12 2.52 3.19
H 2.47 3.60 4.61
H 2.90 4.90 3.47
H 1.33 4.95 4.28
H 0.70 2.04 0.49
H 2.55 -0.28 -1.61
H 0.84 0.69 -3.51
H -1.56 0.43 -4.11
H -0.05 -0.44 0.56
H -3.03 1.36 3.10
H -2.23 1.73 1.57
H -4.01 1.57 1.63
H -4.81 -1.18 -0.62
H -4.44 0.55 -0.58
H -3.70 -1.41 -2.76
H -4.10 0.33 -2.82
*
```

Summary:
SMILES = CCOc1ccc(C(C)=O)cc1Nc1ccc2c(c1)N(S(C)(=O)=O)CC2

Atom charges from the natural (NBO) analysis, given in e for atoms 1 to 5:
1 C -0.653
2 C -0.062
3 O -0.521
4 C 0.255
5 C -0.257

| no. | Kohn-Sham gap (Eh) |
| --- | --- |
| 1 | 0.347 |
| 2 | 0.340 |
| 3 | 0.289 |
| 4 | 0.293 |
| 5 | 0.301 |